The following is a DFT calculation (ωB97M-V/def2-TZVPD) of an isolated molecule of C22H23N3O4.

The SMILES is CCOc1ccc(OCCN2C(=O)N[C@H](Cc3c[nH]c4ccccc34)C2=O)cc1. Its max |F| is 0.53 eV/A. As for the multiplicity: 1. As for the HOMO-LUMO gap: 8.51 eV. The value obtained for the highest occupied orbital energy is -0.2882 Eh. The molar mass comes out at 393.44 g mol⁻¹. The value obtained for the relative energy (zero: lowest compared OMol25 entry of this formula, charge and spin) is 1.442 eV.

Geometry (Å):
C (-2.097, -4.168, -1.062)
C (-3.154, -4.123, 0.038)
O (-3.927, -2.942, -0.006)
C (-3.359, -1.757, 0.361)
C (-2.158, -1.610, 1.047)
C (-1.701, -0.349, 1.379)
C (-2.416, 0.791, 1.033)
C (-3.629, 0.645, 0.369)
C (-4.088, -0.614, 0.042)
H (-5.026, -0.734, -0.477)
H (-4.227, 1.503, 0.103)
O (-1.853, 1.986, 1.411)
C (-2.277, 3.175, 0.789)
C (-1.938, 3.199, -0.713)
N (-0.606, 2.684, -0.917)
C (0.531, 3.227, -0.392)
O (0.629, 4.296, 0.154)
C (1.628, 2.191, -0.614)
N (0.958, 1.214, -1.430)
C (-0.376, 1.426, -1.499)
O (-1.220, 0.728, -1.996)
H (1.359, 0.309, -1.616)
H (2.490, 2.623, -1.132)
C (2.070, 1.624, 0.754)
C (3.098, 0.557, 0.590)
C (4.453, 0.711, 0.660)
N (5.077, -0.482, 0.425)
C (4.132, -1.440, 0.196)
C (4.272, -2.793, -0.087)
C (3.122, -3.527, -0.274)
C (1.859, -2.934, -0.181)
C (1.712, -1.594, 0.097)
C (2.861, -0.822, 0.288)
H (0.728, -1.155, 0.171)
H (0.984, -3.547, -0.333)
H (3.192, -4.582, -0.496)
H (5.248, -3.250, -0.154)
H (6.071, -0.634, 0.439)
H (5.021, 1.597, 0.873)
H (1.188, 1.227, 1.261)
H (2.468, 2.450, 1.345)
H (-2.003, 4.225, -1.084)
H (-2.602, 2.547, -1.286)
H (-3.349, 3.356, 0.935)
H (-1.711, 3.959, 1.298)
H (-0.776, -0.233, 1.923)
H (-1.563, -2.464, 1.332)
H (-3.880, -4.928, -0.107)
H (-2.695, -4.252, 1.027)
H (-2.576, -4.124, -2.036)
H (-1.424, -3.318, -0.978)
H (-1.525, -5.090, -0.988)